DFT (the ωB97M-V functional and the def2-TZVPD basis) results for a single C4H10N2O2 molecule.

LUMO level: 0.681 eV
HOMO energy: -9.17 eV
ΔE to the lowest compared entry with this formula, charge and spin: 3.4058 eV
total charge: 0

Geometry as XYZ:
```
18
Properties=species:S:1:pos:R:3:forces:R:3:mulliken_charge:R:1
O 1.4726 -1.1829 -0.5167 -0.23 0.86 0.42 -0.59
O 2.3728 -1.0974 1.6797 0.05 -0.32 -0.83 -0.75
N -1.5631 -0.9239 -0.2099 0.17 0.15 0.03 -0.72
N -1.0185 1.1609 0.6891 0.08 -0.11 -0.05 -0.66
C -0.5707 0.1506 -0.2632 -0.04 0.19 -0.32 1.32
C 1.3310 -0.3075 1.5616 -0.11 0.90 -1.10 0.08
C 0.7578 -0.4073 0.2139 0.12 -1.83 0.03 -0.24
C -0.4574 0.6472 -1.7091 -0.04 -0.06 0.18 -1.60
H 1.5669 0.7944 1.0391 0.17 -0.20 0.79 0.08
H -1.3155 -1.6806 -0.8361 0.02 0.02 0.02 0.27
H 2.2527 -1.4708 0.3228 -0.48 0.45 0.88 0.47
H -0.5291 2.0379 0.5545 -0.01 -0.02 0.00 0.26
H -0.0933 -0.1413 -2.3676 0.01 0.00 0.00 0.34
H -2.0078 1.3258 0.5413 0.03 -0.03 -0.03 0.29
H 0.2362 1.4872 -1.7652 0.02 -0.02 0.00 0.35
H -1.4404 0.9741 -2.0478 0.01 -0.02 0.02 0.41
H -1.6419 -1.2908 0.7328 0.04 0.00 -0.02 0.29
H 0.6477 -0.0756 2.3807 0.18 0.04 -0.04 0.42
```
Positions in Å, forces in eV/Å.